DFT (ωB97M-V/def2-TZVPD) results for a cluster of 3 separate species, C10H14N4O in total.

Output
ΔE to the lowest compared entry with this formula, charge and spin = 891.9 kJ/mol
Energy = -18594.471 eV
2S+1 = 1
HOMO-LUMO gap = 8.37 eV

```
29
C10H14N4O, DFT ωB97M-V/def2-TZVPD
C -1.288 2.957 2.114
C 0.449 2.458 0.398
C 0.771 1.213 0.888
C 1.856 0.879 -0.242
C 0.420 -0.507 -1.451
C -1.265 -1.757 -2.672
C -1.064 -2.796 -1.785
C -0.608 -3.342 0.629
C 0.507 -2.639 1.317
C 0.475 -1.706 -0.628
H -1.816 3.997 2.453
H -2.244 2.591 1.466
H -1.070 2.216 3.338
H 1.444 2.969 -0.044
H -0.188 2.339 -0.561
H -0.230 0.503 0.969
H 1.079 1.298 2.012
H 2.557 -0.116 -0.102
H 2.453 1.835 -0.446
H 0.473 1.244 -2.251
H -1.689 -1.884 -3.639
H -1.711 -3.726 -1.679
H -1.111 -4.268 0.542
H 0.699 -2.815 2.330
N 1.449 0.448 -1.556
N -0.435 -0.638 -2.490
N -0.519 -2.580 -0.694
N 0.865 -1.559 0.695
O -0.256 3.383 1.086
```

DFT (ωB97M-V/def2-TZVPD) results for the molecule H4NP.

Output
ΔE to the lowest compared entry with this formula, charge and spin = 48.7 kJ/mol
Structure (SMILES) = NP
Energy = -10842.626 eV
2S+1 = 1
HOMO-LUMO gap = 9.60 eV

```
6
H4NP, DFT ωB97M-V/def2-TZVPD
N -0.504 -0.755 0.051
P 0.799 0.656 0.257
H -0.840 -1.032 1.018
H -0.218 -1.507 -0.566
H -0.184 1.726 0.455
H 0.947 0.913 -1.216
```

DFT (ωB97M-V/def2-TZVPD) results for the ion C5H12NO with charge -1.

Output
ΔE to the lowest compared entry with this formula, charge and spin = 88.1 kJ/mol
Total charge = -1
Structure (SMILES) = CCN[C@H](C)C[O-]
Energy = -8916.150 eV
2S+1 = 1
HOMO-LUMO gap = 6.15 eV

```
19
C5H12NO, DFT ωB97M-V/def2-TZVPD
C -2.490 0.818 0.388
C -1.764 -0.497 0.151
N -0.740 -0.397 -0.926
C 0.719 -0.426 -0.505
C 1.033 -1.566 0.417
C 1.162 0.959 0.051
O 2.491 1.018 0.289
H -1.811 1.587 0.749
H -3.325 0.736 1.094
H -2.989 1.074 -0.551
H -2.434 -1.249 -0.274
H -1.335 -0.881 1.067
H -0.862 0.532 -1.324
H 1.198 -0.569 -1.477
H 1.244 -2.545 -0.023
H 2.029 -1.333 0.773
H 0.398 -1.685 1.292
H 0.872 1.711 -0.728
H 0.593 1.062 1.003
```

DFT (ωB97M-V/def2-TZVPD) results for a structure of composition C3H3O2Yb.

Output
ΔE to the lowest compared entry with this formula, charge and spin = 236.3 kJ/mol
Total charge = +2
Energy = -38762.272 eV
2S+1 = 2
HOMO-LUMO gap (alpha / beta) = 5.79 / 7.43 eV

```
9
C3H3O2Yb, DFT ωB97M-V/def2-TZVPD
O 0.064 0.098 -1.414
Yb -1.801 -3.414 0.863
O -1.005 -1.481 -0.242
C -0.064 -0.735 -0.422
C 0.472 1.260 -0.695
C 0.348 0.789 0.642
H 1.277 1.812 -1.174
H -0.554 1.018 1.218
H 1.263 0.652 1.226
```